No. 1
51
Properties=species:S:1:pos:R:3:forces:R:3:nbo_charge:R:1 method="wB97M-V/def2-TZVPD" homo_energy_ev=-3.553 charge=-1 e_tot_ha=-1442.49341
C 5.69887 -1.38534 -2.80235 -0.429 -0.040 -0.316 -0.614
C 4.76636 -0.34105 -3.41143 0.563 -0.038 -0.600 -0.203
N 3.75755 -0.98709 -4.28446 -0.960 -0.054 0.653 -0.889
B 2.42103 -0.41607 -4.17361 0.129 -0.084 -0.549 0.323
Si 1.00490 -1.32736 -3.08474 -0.523 -0.455 0.314 1.247
C -0.39156 -0.15959 -2.61253 0.420 -0.164 -0.098 -1.084
C 1.73036 -2.00086 -1.45834 -0.350 0.041 -0.625 -1.076
C 0.41773 -2.85235 -4.06914 0.474 0.325 0.043 -1.070
H 5.28591 -1.80869 -1.89252 0.037 0.011 0.227 0.210
H 6.68230 -0.96516 -2.62515 0.121 0.001 0.235 0.213
H 5.79528 -2.20280 -3.51305 0.252 -0.097 -0.120 0.202
H 5.37435 0.32633 -4.01892 -0.062 0.255 -0.080 0.184
H 4.31067 0.24969 -2.61766 -0.048 0.085 0.068 0.180
H 3.69987 -1.96967 -4.03697 0.216 0.039 0.249 0.359
H 2.14269 0.60340 -4.74819 0.473 0.336 0.291 -0.091
H 0.03674 0.58270 -1.94202 0.016 0.215 0.041 0.244
H -0.80222 0.35589 -3.47636 -0.161 0.051 -0.081 0.229
H -1.18215 -0.64521 -2.04826 -0.168 -0.139 -0.022 0.251
H 1.13530 -2.87273 -1.19489 0.001 -0.179 0.122 0.235
H 2.76475 -2.31083 -1.58256 0.188 -0.027 0.185 0.213
H 1.61481 -1.29018 -0.64691 0.221 0.175 0.100 0.250
H -0.46261 -2.66000 -4.67358 -0.236 -0.025 0.035 0.234
H 0.26412 -3.68982 -3.39512 -0.295 -0.118 0.046 0.231
H 1.20960 -3.14480 -4.75823 0.097 -0.121 -0.114 0.219
C -1.94388 -1.76755 1.21212 0.365 -0.103 0.032 -1.115
Si -1.58871 -0.17020 2.16967 -1.260 0.478 -0.097 1.829
C -0.14833 0.64754 1.24513 0.381 -0.284 0.050 -1.132
C -0.91474 -0.73018 3.85102 0.401 -0.227 -0.101 -1.132
N -2.98042 0.76618 2.25300 0.718 0.307 0.368 -1.731
Si -3.10185 2.26289 3.00945 -0.252 -1.074 -0.651 1.827
C -1.98719 3.60932 2.27260 -0.039 0.345 0.264 -1.132
C -2.76464 2.23058 4.87571 -0.006 0.423 0.127 -1.132
C -4.86733 2.92759 2.83403 0.069 0.266 0.161 -1.115
H -1.04314 -2.39153 1.14733 -0.051 -0.043 -0.040 0.198
H -2.72342 -2.34909 1.70857 -0.051 0.026 -0.016 0.222
H -2.27356 -1.54190 0.19506 -0.064 0.019 0.010 0.216
H 0.65262 -0.08023 1.05680 0.008 0.055 -0.023 0.197
H 0.29280 1.46902 1.81396 -0.056 0.062 -0.007 0.218
H -0.49010 1.03455 0.28383 -0.046 0.053 0.014 0.221
H -1.71419 -1.17425 4.44702 -0.043 0.042 0.018 0.224
H -0.48282 0.10018 4.41406 -0.065 0.041 0.031 0.216
H -0.12538 -1.48407 3.73045 -0.023 0.009 0.043 0.204
H -0.93259 3.43603 2.49941 0.024 -0.056 -0.052 0.214
H -2.24495 4.59829 2.67384 0.024 -0.008 -0.041 0.204
H -2.10678 3.64470 1.18796 0.020 -0.046 -0.025 0.223
H -3.34899 1.43991 5.35032 0.019 -0.053 -0.015 0.223
H -3.04312 3.18417 5.34338 0.007 -0.043 0.023 0.204
H -1.70828 2.06108 5.09643 0.012 -0.080 -0.006 0.215
H -5.58090 2.23796 3.29005 -0.009 -0.041 -0.026 0.219
H -5.13060 3.04808 1.78077 -0.001 -0.048 -0.018 0.219
H -4.97414 3.90253 3.32504 -0.060 -0.011 -0.023 0.199

=====

No. 2
60
Properties=species:S:1:pos:R:3:forces:R:3:mulliken_spin:R:1 method="wB97M-V/def2-TZVPD" homo_energy_ev="-1.557 / -4.340" charge=-1 multiplicity=5 e_tot_ha=-2685.56189
C 1.36660 5.89414 -1.19475 -0.120 -0.155 0.182 0.086
C 2.13075 5.39653 -0.12710 -0.196 -0.089 -0.289 -0.048
C 1.74845 4.22052 0.51735 -0.310 0.066 -0.147 0.088
C 0.56357 3.54357 0.14860 0.220 0.466 -0.373 0.047
C 0.16704 2.30711 0.82773 0.349 -0.377 0.201 0.077
C 1.16483 1.44245 1.32206 -0.526 0.452 0.065 0.014
C 0.94237 0.37043 2.16200 -0.068 0.291 0.107 0.241
C 1.96638 -0.53918 2.60278 0.688 -0.664 0.193 0.004
C 1.59900 -1.72223 3.29876 0.208 0.495 -0.062 0.097
C 2.56398 -2.59537 3.79282 0.198 0.218 -0.110 -0.059
C 3.92738 -2.32167 3.58845 -0.271 0.073 -0.089 0.116
C 4.30926 -1.18766 2.85768 -0.310 0.049 0.013 -0.059
C 3.34613 -0.30890 2.36242 -0.245 -0.348 0.258 0.113
C -1.25957 2.01010 0.97941 -1.028 0.126 0.070 0.062
C -1.77553 0.69854 0.90146 0.114 0.065 -0.103 0.017
C -3.14323 0.44570 1.02997 0.097 0.342 0.162 -0.059
C -4.02605 1.50006 1.30036 0.244 -0.032 -0.091 0.072
C -3.54130 2.81390 1.38700 0.164 -0.294 -0.079 -0.036
C -2.18512 3.06570 1.19884 0.237 -0.279 0.135 0.080
C -0.21102 4.08214 -0.90790 0.269 -0.093 0.140 0.094
C 0.19517 5.22800 -1.58758 0.254 -0.078 0.328 -0.046
H 1.66706 6.80689 -1.71061 -0.029 -0.246 0.149 0.007
H 3.03209 5.92185 0.20222 -0.317 -0.166 -0.172 -0.002
H 2.34355 3.82616 1.34383 -0.173 0.209 -0.230 0.001
H 2.18705 1.68640 1.02796 -0.279 -0.205 -0.008 -0.022
H -0.05573 0.20633 2.57459 0.317 0.001 -0.262 0.008
H 0.53146 -1.91262 3.44827 0.393 -0.021 -0.002 0.002
H 2.25440 -3.48542 4.34845 0.154 0.298 -0.228 -0.002
H 4.68719 -2.99067 3.99388 -0.209 0.151 -0.136 0.008
H 5.36518 -0.97167 2.67829 -0.311 -0.139 0.084 -0.003
H 3.65467 0.57598 1.80332 -0.020 -0.313 0.209 0.014
H -1.08114 -0.12239 0.69929 -0.392 0.291 -0.096 0.071
H -3.50440 -0.58152 0.92081 0.084 0.419 0.053 0.003
H -5.08891 1.29902 1.43307 0.239 0.058 -0.057 0.005
H -4.21629 3.64621 1.60149 0.169 -0.306 -0.101 -0.001
H -1.80857 4.09118 1.25456 -0.165 -0.350 0.011 0.001
H -1.12617 3.56488 -1.20131 0.299 0.150 0.028 0.005
H -0.40599 5.59412 -2.42343 0.238 -0.055 0.284 -0.002
O -3.52692 -5.71479 -2.68117 0.728 1.102 0.616 -0.019
C -2.82316 -4.79719 -2.84899 -1.744 -2.802 -1.174 -0.007
Fe -1.93599 -3.47482 -3.55371 -0.705 0.814 -1.446 1.719
C -1.93080 -3.91477 -5.33866 0.129 -0.933 0.223 0.178
O -2.25257 -4.36568 -6.36165 0.215 0.551 0.357 0.017
C -3.43469 -2.59414 -3.76329 -2.694 0.459 -1.924 0.029
O -4.51214 -2.34187 -4.14676 1.176 0.161 0.970 -0.027
C 0.85551 -3.69533 -1.35296 -0.436 -0.448 -0.568 0.127
C 1.13305 -2.61787 -0.32240 -0.037 -0.663 0.277 -0.041
C 1.07716 -1.23230 -0.83941 0.711 0.537 -0.093 0.447
C 0.08506 -0.69340 -1.60956 -0.702 0.643 -0.633 -0.077
C -1.10875 -1.31603 -2.03379 0.893 1.269 0.760 0.402
C -1.36503 -2.71116 -1.83510 -0.062 -0.333 0.555 0.114
C -0.29748 -3.70390 -2.06379 1.862 0.086 1.562 -0.046
H 1.60376 -4.49112 -1.44290 -0.107 0.305 -0.317 0.011
H 0.38202 -2.70884 0.48395 0.095 -0.142 0.016 0.043
H 2.12206 -2.76059 0.13965 -0.319 -0.169 -0.048 -0.001
H 1.91386 -0.59192 -0.54208 -0.298 -0.081 -0.195 0.005
H 0.22498 0.36131 -1.87361 -0.099 -0.180 -0.018 -0.001
H -1.88439 -0.69765 -2.51038 0.332 -0.087 0.324 0.050
H -2.12283 -2.97418 -1.07557 0.205 0.085 -0.303 0.062
H -0.48725 -4.46237 -2.88288 0.891 -0.180 1.021 0.020

=====

No. 3
50
Properties=species:S:1:pos:R:3:forces:R:3:nbo_charge:R:1 method="wB97M-V/def2-TZVPD" homo_energy_ev=-8.598 smiles="CCOC(=O)CCc1c(C)nc(SCc2ccc(C(=O)O)cc2)c(C#N)c1C" e_tot_ha=-1622.14962
C -6.97492 -0.14336 0.40525 0.215 0.288 -0.214 -0.637
C -6.82350 1.12033 -0.42892 -0.413 -0.021 0.364 -0.077
O -5.49601 1.25576 -0.94649 0.090 -0.125 -0.272 -0.508
C -4.57159 1.77130 -0.13290 0.214 0.106 -0.170 0.807
O -4.78106 2.11865 0.99925 -0.098 0.006 0.113 -0.612
C -3.23996 1.89288 -0.84551 -0.064 0.036 0.226 -0.510
C -2.05196 1.83764 0.13256 -0.076 -0.066 -0.044 -0.435
C -1.27625 0.55670 0.00403 0.170 -0.108 0.065 -0.083
C -0.11664 0.50704 -0.77882 -0.311 0.014 0.196 0.280
C 0.40674 1.69220 -1.52795 -0.026 0.026 0.024 -0.655
N 0.60436 -0.59688 -0.91867 -0.006 -0.210 -0.198 -0.487
C 0.23911 -1.70040 -0.30237 -0.151 -0.014 0.057 0.099
S 1.26648 -3.10730 -0.47531 0.246 -0.349 -0.128 0.291
C 2.62456 -2.40014 -1.47331 -0.573 -0.177 0.158 -0.540
C 3.26236 -1.20444 -0.84138 0.370 0.194 0.094 0.013
C 3.61042 -0.11130 -1.62850 0.117 -0.165 0.080 -0.224
C 4.19841 1.00292 -1.06603 0.072 0.039 0.131 -0.154
C 4.44889 1.03894 0.30374 -0.139 -0.193 -0.151 -0.201
C 5.06301 2.21501 0.95123 0.184 0.218 0.544 0.778
O 5.31278 2.30188 2.12829 -0.032 -0.057 -0.051 -0.594
O 5.32936 3.21949 0.09691 0.013 0.225 -0.465 -0.690
C 4.11565 -0.06020 1.09302 0.114 0.263 -0.040 -0.151
C 3.53221 -1.17210 0.52275 0.060 -0.040 -0.127 -0.188
C -0.92778 -1.77575 0.47657 0.442 0.920 -0.544 -0.212
C -1.28818 -2.99850 1.07745 -0.152 -0.460 0.251 0.270
N -1.57271 -3.99998 1.56019 -0.086 -0.295 0.142 -0.300
C -1.70470 -0.62021 0.62705 0.253 -0.104 -0.114 0.100
C -2.96857 -0.68690 1.42026 0.004 0.027 0.081 -0.655
H -8.01276 -0.25718 0.70411 -0.120 -0.044 0.047 0.221
H -6.67559 -1.01540 -0.17180 -0.018 -0.097 -0.034 0.212
H -6.35931 -0.07807 1.29917 0.010 -0.022 0.074 0.222
H -7.05800 2.00265 0.17518 -0.010 -0.104 -0.163 0.198
H -7.46572 1.08995 -1.31110 0.087 0.047 0.105 0.192
H -3.17747 1.11427 -1.60652 -0.001 0.082 -0.023 0.235
H -3.26212 2.85607 -1.36036 -0.060 -0.022 -0.055 0.245
H -1.38746 2.68081 -0.04512 -0.037 -0.007 0.056 0.225
H -2.44611 1.94359 1.14542 0.084 0.090 -0.064 0.246
H 1.25132 1.37730 -2.13298 -0.004 0.020 -0.027 0.239
H -0.36137 2.11879 -2.16940 -0.044 0.134 -0.058 0.220
H 0.74771 2.45955 -0.83431 0.009 0.144 0.002 0.229
H 2.22099 -2.15787 -2.45546 0.138 0.003 0.000 0.238
H 3.33532 -3.22427 -1.56374 -0.059 -0.006 -0.047 0.246
H 3.41258 -0.13731 -2.69026 -0.069 0.007 -0.104 0.213
H 4.46174 1.85194 -1.67730 0.014 0.055 -0.059 0.230
H 5.73516 3.95522 0.58104 -0.088 -0.270 0.151 0.501
H 4.32151 -0.01965 2.15179 0.023 0.003 0.083 0.236
H 3.26907 -2.02033 1.13806 -0.038 -0.036 0.057 0.219
H -3.03818 0.13823 2.12630 -0.055 0.036 0.020 0.240
H -3.03339 -1.62620 1.96448 -0.087 0.031 0.019 0.240
H -3.82539 -0.61887 0.75020 -0.110 -0.024 0.012 0.228

=====

No. 4
34
Properties=species:S:1:pos:R:3:forces:R:3:nbo_charge:R:1 method="wB97M-V/def2-TZVPD" homo_energy_ev=-7.640 smiles=Brc1cnc(Nc2c[nH]c3nccc-3c2)nc1NC1CC1 e_tot_ha=-3443.72458
Br -4.90577 -2.06977 0.20422 0.641 -0.568 -0.241 0.047
C -3.01409 -2.31438 -0.09945 -1.706 -0.698 -0.049 -0.215
C -2.55090 -2.88149 -1.22195 -0.304 -2.022 -2.840 0.071
N -1.26345 -2.72564 -1.60159 -0.854 -0.945 -0.240 -0.513
C -0.48452 -2.02431 -0.78566 0.769 -0.619 -2.618 0.579
N 0.79143 -1.77779 -1.28197 1.208 1.251 0.385 -0.604
C 1.54462 -0.53437 -1.09764 1.571 1.402 -3.500 0.069
C 1.78762 0.12646 0.08033 -1.685 -2.012 1.827 -0.007
N 2.45495 1.27501 0.30766 1.637 0.302 -0.292 -0.482
C 3.18117 1.76180 -0.77071 1.892 1.874 0.732 0.340
N 4.10447 2.75484 -0.78003 -0.871 -0.157 0.296 -0.522
C 4.55544 2.89115 -2.07947 -3.228 -3.755 -1.018 0.032
C 3.87349 1.88569 -2.94235 3.567 4.151 1.260 -0.364
C 3.06400 1.20720 -2.09135 -2.867 -3.218 -0.444 -0.153
C 2.20463 0.12964 -2.36737 -1.349 -0.545 5.653 -0.078
N -0.84504 -1.52552 0.34561 1.164 0.910 2.026 -0.539
C -2.07449 -1.71825 0.69897 -3.630 3.827 3.158 0.410
N -2.66879 -0.95258 1.77261 2.950 -2.616 -2.037 -0.608
C -1.95328 0.17453 2.30490 -3.611 -0.720 -0.041 -0.056
C -2.43419 0.66939 3.60331 -1.321 -0.181 0.478 -0.440
C -2.84843 1.39324 2.31895 2.612 0.948 1.269 -0.426
H -3.27812 -3.51458 -1.91159 1.768 1.550 1.288 0.215
H 1.09492 -2.35459 -2.07530 -0.578 0.624 0.593 0.417
H 1.39414 -0.30612 1.00895 -0.017 0.081 -0.537 0.219
H 2.64785 1.51089 1.33914 -0.223 -0.066 -2.633 0.444
H 5.24658 3.63759 -2.40386 0.404 0.245 0.211 0.201
H 4.16711 1.64144 -3.93151 -0.168 -0.066 -0.703 0.220
H 1.85622 -0.25909 -3.28193 0.274 -0.261 -1.248 0.214
H -3.60774 -1.25589 2.04517 0.884 0.698 0.127 0.416
H -0.92049 0.26811 2.11068 0.730 -0.242 -0.437 0.235
H -3.33244 0.29899 4.14081 1.178 -0.460 -0.319 0.221
H -1.57838 0.94105 4.18344 -0.203 0.978 0.683 0.219
H -3.86534 1.30743 2.01045 -0.342 -0.101 -0.166 0.223
H -2.34319 2.33992 2.24852 -0.293 0.413 -0.622 0.213

=====

No. 5
52
Properties=species:S:1:pos:R:3:forces:R:3:nbo_charge:R:1 method="wB97M-V/def2-TZVPD" homo_energy_ev="-10.798 / -10.802" charge=+1 multiplicity=4 e_tot_ha=-5957.69789
Cr 0.04330 -0.30967 0.13516 -1.001 0.079 1.344 1.323
O 4.44016 -0.90238 0.36260 0.094 0.062 0.121 -0.685
C 4.68602 0.03816 -0.58760 -0.056 0.253 -0.253 0.399
C 5.96420 0.08600 -1.13165 -0.081 -0.112 0.092 -0.282
C 6.25919 0.99147 -2.13416 -0.022 0.037 0.001 -0.170
C 5.28207 1.85156 -2.61433 0.043 0.086 -0.086 -0.240
C 4.01646 1.83219 -2.05422 0.031 -0.051 -0.007 -0.181
C 3.71103 0.95123 -1.02447 -0.072 -0.299 0.171 -0.174
C 2.40361 1.00220 -0.27045 0.188 0.489 0.244 0.219
O 1.77190 -0.24659 -0.18805 0.547 -0.318 -0.167 -0.675
N 1.43441 1.91069 -0.88500 0.169 -0.187 -0.200 -0.409
N 0.15099 1.54415 -0.67169 -0.339 0.708 -0.244 -0.254
C -0.82719 2.31750 -0.98437 0.547 0.059 -0.014 0.017
C -2.18965 1.87518 -0.97018 -0.414 -0.338 0.067 -0.098
Br -2.38751 -0.03978 -0.67453 -0.256 0.301 -0.362 0.189
C -3.30107 2.57091 -1.23960 0.126 -0.350 0.139 -0.135
C -3.40075 4.01041 -1.43728 -0.081 0.389 -0.155 -0.030
C -4.35852 4.47542 -2.34665 0.089 -0.116 0.042 -0.192
C -4.48140 5.82676 -2.60895 -0.034 0.054 -0.025 -0.196
C -3.67266 6.74059 -1.94644 0.022 -0.042 0.016 -0.171
C -2.75047 6.29565 -1.00889 0.008 0.075 -0.004 -0.201
C -2.61382 4.94290 -0.75372 -0.008 -0.209 0.057 -0.222
H 3.48954 -0.98881 0.50372 -0.119 -0.035 -0.043 0.496
H 6.70973 -0.60055 -0.75246 -0.010 -0.015 -0.032 0.231
H 7.25782 1.02289 -2.54878 -0.002 -0.020 -0.008 0.225
H 5.50681 2.54198 -3.41579 0.005 -0.004 0.012 0.222
H 3.25975 2.50682 -2.43491 0.019 -0.012 0.029 0.207
H 2.60368 1.33038 0.76113 -0.046 -0.080 -0.083 0.202
H 1.64563 2.89850 -0.88320 -0.125 0.078 0.121 0.395
H -0.63293 3.32059 -1.35316 -0.030 0.005 -0.036 0.231
H -4.22466 2.01287 -1.35128 0.001 0.004 0.029 0.239
H -4.99359 3.76306 -2.85957 -0.008 0.020 -0.001 0.220
H -5.21704 6.16883 -3.32440 0.011 0.008 0.004 0.231
H -3.77322 7.79914 -2.14445 -0.013 -0.004 0.002 0.230
H -2.14786 7.00836 -0.46196 0.000 -0.004 -0.001 0.229
H -1.93804 4.60752 0.02388 0.016 0.030 -0.005 0.214
N 2.08363 -4.97642 1.06211 0.347 -0.231 0.576 -0.591
N 1.09010 -4.09957 0.80623 -0.172 0.427 -0.269 0.218
N -0.17865 -4.43591 0.86461 -0.010 -0.258 0.058 -0.235
C -0.77300 -3.28082 0.63994 0.117 0.288 0.053 0.181
N 0.12945 -2.30623 0.45747 0.009 -0.557 -0.182 -0.382
N 1.33014 -2.85321 0.56422 0.059 -0.385 0.071 -0.020
H 1.82410 -5.93031 0.86912 -0.102 -0.002 -0.185 0.413
H 2.97670 -4.65746 0.71964 -0.019 0.027 -0.168 0.413
H -1.83966 -3.14239 0.63108 -0.005 -0.017 0.002 0.239
Cl -2.05901 0.06201 4.59008 -0.020 0.086 0.019 0.022
C -0.46145 0.63402 4.11886 -0.034 -0.292 -0.129 -0.311
Cl 0.81945 -0.38464 4.82308 -0.037 0.049 0.009 0.013
C -0.24122 0.58002 2.60794 0.527 0.531 0.059 0.751
O 0.58895 1.33466 2.09585 -0.260 -0.127 0.224 -0.664
O -0.88033 -0.30112 1.93318 0.380 -0.110 -0.868 -0.704
H -0.32272 1.64184 4.48928 0.024 0.034 -0.036 0.252